(1)
DFT (ωB97M-V with the def2-TZVPD basis set) results for C27H35ClN4O4OsP2 as an isolated structure at a distorted geometry.

Last column: Löwdin spin population.
Cartesian coordinates (Å):
Os  -0.08  -2.22  -0.92  2.38
C  4.09  3.46  0.54  0.00
C  3.09  3.27  1.41  0.00
C  1.98  4.26  1.66  0.00
C  1.50  5.03  0.42  0.00
C  1.30  4.16  -0.80  0.00
C  2.24  3.92  -1.73  0.00
C  3.62  4.54  -1.71  0.00
C  4.29  4.67  -0.33  0.00
C  -1.36  -3.52  -1.82  0.00
H  4.96  2.79  0.55  0.00
H  3.16  2.47  2.16  0.00
H  2.26  5.00  2.44  0.00
H  1.13  3.71  2.08  0.00
H  0.52  5.47  0.68  0.00
H  2.15  5.90  0.24  0.00
H  0.26  3.85  -0.95  0.00
H  1.98  3.43  -2.67  0.00
H  3.65  5.54  -2.19  0.00
H  4.27  3.91  -2.34  0.00
H  5.37  4.78  -0.51  0.00
H  3.99  5.61  0.15  0.00
H  -0.78  -4.45  -1.82  0.00
H  -1.71  -3.35  -2.85  0.01
H  -2.23  -3.76  -1.19  0.01
P  -1.69  -0.71  -1.06  0.04
P  -0.26  -1.52  1.67  0.01
N  -1.29  -0.13  -2.68  0.03
N  -3.47  -0.82  -1.04  0.01
N  1.40  -1.30  1.30  0.00
N  -0.17  -2.13  3.21  0.01
C  -1.33  0.62  0.12  0.00
C  -1.08  0.08  1.56  0.00
C  -0.31  -0.83  -3.37  0.10
C  -0.14  -0.26  -4.61  0.01
C  -1.01  0.86  -4.67  0.02
C  -1.71  0.92  -3.46  0.01
C  -4.23  -1.67  -1.86  0.00
C  -5.57  -1.37  -1.65  0.00
C  -5.64  -0.34  -0.67  0.00
C  -4.35  -0.04  -0.29  0.00
C  2.05  -1.94  0.18  0.01
C  3.31  -1.31  0.07  0.02
C  3.33  -0.22  0.96  0.00
C  2.15  -0.21  1.67  0.02
C  0.54  -1.53  4.26  0.00
C  0.27  -2.24  5.41  0.00
C  -0.69  -3.26  5.09  0.00
C  -0.98  -3.15  3.74  0.00
H  -2.19  1.29  0.13  0.00
H  -0.48  1.18  -0.32  0.00
H  -0.49  0.82  2.14  0.00
H  -2.03  -0.06  2.10  0.00
H  0.21  -1.67  -2.90  0.05
H  0.52  -0.64  -5.37  0.00
H  -1.10  1.54  -5.49  0.00
H  -2.44  1.61  -3.07  0.00
H  -3.73  -2.41  -2.46  0.00
H  -6.40  -1.83  -2.16  0.00
H  -6.53  0.14  -0.29  0.00
H  -3.98  0.65  0.46  0.00
H  1.81  -3.00  -0.10  0.00
H  4.14  -1.63  -0.54  0.00
H  4.12  0.51  1.10  0.00
H  1.75  0.49  2.40  0.00
H  1.13  -0.63  4.05  0.00
H  0.73  -2.06  6.36  0.00
H  -1.07  -3.99  5.77  0.00
H  -1.68  -3.68  3.10  0.00
O  -1.41  -7.47  -0.92  0.23
Cl  -2.36  -7.33  0.22  0.21
O  -3.48  -6.39  -0.13  0.24
O  -2.89  -8.68  0.61  0.31
O  -0.91  -2.72  0.95  0.24

HOMO-LUMO gap (spin up / spin down) (eV): 5.658 / 4.208
2S+1: 5
Largest force on an atom (eV/Å): 5.13
Lowest unoccupied orbital energy (spin up / spin down) (Ha): -0.283 / -0.336
Charge: +2
Energy above the lowest of the compared OMol25 structures with the same formula, charge and spin (kJ/mol): 172.63
Molecular weight (g mol⁻¹): 767.2

***

(2)
DFT (ωB97M-V with the def2-TZVPD basis set) results for one molecule with the formula C5H10N2O2 at a distorted geometry.

Last column: Mulliken charge in e.
Cartesian coordinates (Å):
C  1.60  0.86  0.42  -0.28
C  0.78  -0.11  1.20  -0.46
C  -1.79  1.08  -0.98  -0.93
C  2.12  0.48  -0.87  -0.91
N  -0.42  -0.31  0.39  0.55
N  -0.45  0.70  -0.57  -0.64
C  -1.20  -1.43  0.42  0.59
O  -0.79  -2.28  1.41  -0.48
O  -2.17  -1.65  -0.27  -0.58
H  -1.42  -3.01  1.42  0.35
H  1.86  1.81  0.88  0.40
H  0.48  0.27  2.18  0.29
H  1.29  -1.07  1.35  0.32
H  -2.47  1.23  -0.13  0.28
H  -2.25  0.34  -1.64  0.29
H  -1.68  2.02  -1.53  0.35
H  2.84  1.18  -1.29  0.32
H  2.49  -0.55  -0.89  0.26
H  1.18  0.44  -1.51  0.28

HOMO-LUMO gap (spin up / spin down) (eV): 8.910 / 7.451
2S+1: 1
Largest force on an atom (eV/Å): 1.61
Lowest unoccupied orbital energy (spin up / spin down) (Ha): 0.023 / -0.005
Charge: 0
Energy above the lowest of the compared OMol25 structures with the same formula, charge and spin (kJ/mol): 463.47
Molecular weight (g mol⁻¹): 130.1

***

(3)
DFT (ωB97M-V with the def2-TZVPD basis set) results for one molecule with the formula C2H2F3NS2 at a distorted geometry.

Last column: Mulliken charge in e.
Cartesian coordinates (Å):
C  -1.02  0.02  -0.91  0.35
C  1.12  0.82  1.11  0.62
N  -0.80  -1.29  -0.78  -0.37
F  1.50  1.89  1.77  -0.19
F  1.86  0.67  0.02  -0.20
F  1.30  -0.26  1.87  -0.21
S  -1.58  0.77  -2.23  -0.30
S  -0.81  0.97  0.60  -0.15
H  -1.02  -1.90  -1.56  0.22
H  -0.55  -1.69  0.11  0.22

SMILES: NC(=S)SC(F)(F)F
HOMO-LUMO gap (eV): 8.536
2S+1: 1
Largest force on an atom (eV/Å): 2.77
Lowest unoccupied orbital energy (Ha): -0.010
Charge: 0
Energy above the lowest of the compared OMol25 structures with the same formula, charge and spin (kJ/mol): 0.00
Molecular weight (g mol⁻¹): 161.2

***

(4)
DFT (ωB97M-V with the def2-TZVPD basis set) results for a 4-piece molecular cluster, CH11N3O3 overall at a distorted geometry.

Last column: Mulliken charge in e.
Cartesian coordinates (Å):
N  -1.85  -0.37  0.29  -0.37
C  -0.92  -0.02  -0.66  0.80
N  -1.15  -0.39  -1.93  -0.39
N  -0.02  0.90  -0.36  -1.00
H  -2.83  -0.54  0.04  0.17
H  -1.63  -0.32  1.28  0.24
H  -0.57  0.19  -2.52  0.24
H  -1.99  -0.64  -2.42  0.24
H  -0.42  1.45  0.41  0.20
H  0.16  0.32  2.50  0.34
H  -0.23  -0.95  3.10  0.33
O  -0.55  -0.04  3.06  -0.70
H  2.74  0.53  -2.44  0.31
H  1.62  0.43  -1.47  0.34
O  1.82  0.21  -2.41  -0.66
H  2.70  -0.31  1.41  0.28
H  1.38  -0.06  0.64  0.37
O  1.74  -0.41  1.48  -0.73

SMILES: N=C(N)N.O.O.O
HOMO-LUMO gap (eV): 9.817
2S+1: 1
Largest force on an atom (eV/Å): 3.97
Lowest unoccupied orbital energy (Ha): 0.025
Charge: 0
Energy above the lowest of the compared OMol25 structures with the same formula, charge and spin (kJ/mol): 86.01
Molecular weight (g mol⁻¹): 113.1

***

(5)
DFT (ωB97M-V with the def2-TZVPD basis set) results for a 2-piece molecular cluster, C10H19NO6S overall.

Last column: Mulliken charge in e.
Cartesian coordinates (Å):
C  3.11  0.49  0.88  -0.70
C  2.63  1.11  -0.19  -0.62
C  1.49  0.61  -1.03  -0.90
C  0.12  1.26  -0.77  1.67
O  0.19  2.67  -0.92  -0.49
C  0.56  3.48  0.19  -0.23
C  -0.64  4.06  0.93  -1.32
C  -0.86  0.76  -1.85  -1.21
C  -2.06  0.01  -1.31  -0.52
O  -1.65  -1.15  -0.56  -0.32
S  -0.87  -0.85  0.79  1.36
O  0.28  -1.69  0.83  -0.59
O  -1.80  -0.94  1.88  -0.71
C  -0.43  0.86  0.62  -1.57
H  4.06  0.77  1.32  0.30
H  2.58  -0.35  1.33  0.24
H  3.11  2.03  -0.52  0.38
H  1.72  0.82  -2.08  0.53
H  1.41  -0.48  -0.93  0.49
H  1.13  4.31  -0.25  0.46
H  1.25  2.97  0.85  0.26
H  -0.91  3.46  1.80  0.31
H  -0.43  5.07  1.28  0.40
H  -1.49  4.09  0.26  0.31
H  -1.23  1.62  -2.41  0.36
H  -0.33  0.12  -2.57  0.35
H  -2.72  0.63  -0.70  0.32
H  -2.67  -0.37  -2.13  0.42
H  -1.33  1.42  0.86  0.47
H  0.32  1.02  1.40  0.56
C  -0.97  -4.84  0.54  -0.63
N  -0.24  -6.11  0.30  0.89
O  -0.76  -7.15  0.65  -0.54
O  0.85  -6.02  -0.24  -0.54
H  -1.91  -5.08  1.02  0.33
H  -0.35  -4.21  1.18  0.23
H  -1.12  -4.36  -0.42  0.26

SMILES: C=CC[C@@]1(OCC)CCOS(=O)(=O)C1.C[N+](=O)[O-]
HOMO-LUMO gap (eV): 10.264
2S+1: 1
Largest force on an atom (eV/Å): 0.59
Lowest unoccupied orbital energy (Ha): 0.018
Charge: 0
Energy above the lowest of the compared OMol25 structures with the same formula, charge and spin (kJ/mol): 264.97
Molecular weight (g mol⁻¹): 281.3

***

(6)
DFT (ωB97M-V with the def2-TZVPD basis set) results for C9H4Cl2GaN2O3V as an isolated structure at a distorted geometry.

Last column: Löwdin spin population.
Cartesian coordinates (Å):
Ga  -0.15  0.62  -7.03  0.00
V  -0.50  -0.11  0.22  1.80
Cl  -0.22  1.30  -4.97  0.00
Cl  1.13  -0.16  -1.18  0.01
C  -0.98  -1.85  0.13  0.04
C  -0.49  1.20  -8.86  0.00
C  0.46  -1.03  -7.71  0.00
O  -1.14  -3.00  0.15  0.12
O  -0.66  1.44  -10.00  0.00
O  0.84  -2.03  -8.19  0.00
N  0.09  0.20  7.40  0.02
C  0.17  0.30  6.24  0.00
C  0.18  0.36  4.80  0.01
C  1.36  0.13  4.05  0.00
C  1.26  -0.05  2.67  0.01
N  0.08  0.20  2.00  -0.01
C  -1.03  0.57  2.73  0.01
C  -1.00  0.64  4.11  0.00
H  2.34  0.10  4.55  0.00
H  2.09  -0.46  2.09  0.00
H  -1.93  0.73  2.13  0.00
H  -1.91  0.88  4.67  0.00

HOMO-LUMO gap (spin up / spin down) (eV): 4.154 / 4.176
2S+1: 3
Largest force on an atom (eV/Å): 11.83
Lowest unoccupied orbital energy (spin up / spin down) (Ha): -0.619 / -0.619
Charge: +4
Energy above the lowest of the compared OMol25 structures with the same formula, charge and spin (kJ/mol): 11.09
Molecular weight (g mol⁻¹): 379.7

***

(7)
DFT (ωB97M-V with the def2-TZVPD basis set) results for C12H18O12Pt as an isolated structure at a distorted geometry.

Last column: Löwdin spin population.
Cartesian coordinates (Å):
Pt  19.03  -5.91  14.10  0.99
C  18.16  -11.38  11.16  0.01
C  18.31  -11.06  12.70  0.02
O  18.19  -9.92  13.28  0.67
O  18.53  -11.89  13.57  0.30
H  17.91  -10.50  10.56  0.00
H  17.37  -12.12  11.03  0.00
H  19.05  -11.84  10.72  0.00
C  23.56  -6.82  18.75  0.00
C  22.34  -7.28  17.99  0.00
O  22.01  -6.69  16.96  0.00
O  21.68  -8.29  18.38  0.00
H  23.83  -7.39  19.64  0.00
H  23.31  -5.85  19.19  0.00
H  24.40  -6.58  18.09  0.00
C  19.82  0.30  14.59  0.00
C  19.67  -0.84  13.60  0.00
O  19.42  -0.59  12.36  0.00
O  19.87  -1.99  14.04  0.00
H  18.93  0.59  15.14  0.00
H  20.21  1.17  14.06  0.00
H  20.52  -0.04  15.37  0.00
C  13.36  -5.08  12.41  0.00
C  14.58  -4.32  11.90  0.00
O  15.72  -4.82  12.03  0.00
O  14.47  -3.40  11.05  0.00
H  13.61  -5.87  13.12  0.00
H  12.91  -5.48  11.50  0.00
H  12.58  -4.43  12.79  0.00
C  14.10  -5.35  18.05  0.00
C  15.34  -6.24  17.76  0.00
O  15.52  -7.36  18.23  0.00
O  16.24  -5.87  17.02  0.00
H  13.45  -5.14  17.21  0.00
H  14.62  -4.40  18.17  0.00
H  13.47  -5.61  18.90  0.00
C  23.29  -6.47  9.50  0.00
C  21.93  -5.88  9.85  0.00
O  21.48  -6.28  10.95  0.00
O  21.22  -5.13  9.07  0.00
H  23.24  -7.46  9.05  0.00
H  23.88  -6.51  10.42  0.00
H  23.80  -5.96  8.68  0.00

HOMO-LUMO gap (spin up / spin down) (eV): 4.253 / 2.538
2S+1: 3
Largest force on an atom (eV/Å): 4.72
Lowest unoccupied orbital energy (spin up / spin down) (Ha): 0.231 / 0.168
Charge: -4
Energy above the lowest of the compared OMol25 structures with the same formula, charge and spin (kJ/mol): 533.38
Molecular weight (g mol⁻¹): 549.3

***

(8)
DFT (ωB97M-V with the def2-TZVPD basis set) results for one molecule with the formula C21H28N2O2 at a distorted geometry.

Last column: Mulliken charge in e.
Cartesian coordinates (Å):
C  -3.81  2.07  -3.11  -1.12
H  -4.67  1.62  -3.75  0.24
H  -3.99  2.13  -2.21  0.62
H  -3.80  3.21  -3.46  0.32
C  -2.65  1.62  -3.39  -0.54
N  -2.63  0.00  -3.12  0.06
C  -1.54  -0.79  -3.67  0.37
C  -1.64  -2.06  -3.78  -1.55
N  -1.81  -2.57  -2.40  0.03
C  -2.91  -1.88  -1.74  -1.03
C  -2.44  -0.39  -1.83  -2.14
H  -3.37  0.24  -1.33  0.49
H  -1.91  0.05  -1.26  1.69
H  -2.82  -2.24  -0.71  0.26
H  -3.83  -2.00  -2.21  0.50
C  -0.68  -3.15  -1.55  -1.48
C  0.13  -2.00  -1.23  1.66
C  0.10  -1.34  0.01  -1.42
C  1.03  -0.21  0.16  -0.06
C  2.06  0.06  -0.51  1.08
C  2.19  -0.44  -1.73  -0.59
C  1.47  -1.71  -1.97  -1.24
H  1.62  -2.17  -3.04  0.16
H  3.04  -0.42  -2.33  0.47
O  2.95  1.45  -0.32  -0.25
C  3.83  1.60  -1.12  -0.95
H  4.14  2.48  -0.49  0.28
H  3.62  1.93  -2.12  0.30
H  4.57  0.73  -1.04  0.38
O  0.60  0.27  1.51  -0.30
C  1.72  1.09  2.18  -0.94
C  1.14  1.36  3.66  0.67
C  -0.18  1.13  3.95  -0.61
C  -0.73  1.38  5.35  -0.66
C  0.25  1.62  6.34  -0.38
C  1.82  1.61  5.88  -0.64
C  2.07  1.65  4.59  -0.51
H  3.14  1.29  4.50  0.20
H  2.42  1.87  6.75  0.35
H  0.14  1.67  7.39  0.39
H  -1.77  1.12  5.53  0.34
H  -0.80  0.76  3.37  0.81
H  1.78  2.05  1.91  0.45
H  2.47  0.52  2.34  0.73
H  -0.55  -1.46  0.68  1.04
H  -0.25  -3.81  -2.39  0.29
H  -1.15  -3.61  -0.78  0.43
H  -1.01  -2.76  -4.27  0.47
H  -2.50  -2.35  -4.40  0.39
H  -1.31  -0.40  -4.79  0.32
H  -0.46  -0.35  -3.43  -0.02
H  -2.18  1.68  -4.48  0.29
H  -1.68  1.93  -2.98  0.33

SMILES: CCN1CCN(Cc2ccc(OC)c(OCc3ccccc3)c2)CC1
HOMO-LUMO gap (eV): 8.260
2S+1: 1
Largest force on an atom (eV/Å): 16.95
Lowest unoccupied orbital energy (Ha): 0.025
Charge: 0
Energy above the lowest of the compared OMol25 structures with the same formula, charge and spin (kJ/mol): 2156.65
Molecular weight (g mol⁻¹): 340.5